1.
The following is a quantum chemistry calculation of a gas-phase ion, C10H18IN2O (charge +1), from the OMol25 dataset.

Output
Net charge: +1
DFT total energy, hartree: -873.82067
LUMO level, eV: -3.05
HOMO-LUMO gap, eV: 9.222
Molecular weight, g mol⁻¹: 309.2
Relative energy (zero: lowest compared OMol25 entry of this formula, charge and spin), eV: 5.073

XYZ file:
```
32
Properties=species:S:1:pos:R:3:forces:R:3:mulliken_charge:R:1
C 0.7074 2.5594 -1.8006 -0.14 0.98 -1.30 -0.662
C 0.9402 1.5334 -0.7675 1.76 -0.78 1.39 -0.930
C -1.2174 -1.2645 0.7669 -0.57 -1.98 1.38 -0.563
C 1.1509 -1.2570 0.1161 1.32 0.77 1.98 -0.642
C 0.0580 1.9528 -3.0500 1.03 -0.55 0.96 -0.565
C -0.8363 0.1812 -1.8355 1.36 -3.19 2.30 -0.465
C -1.6630 -0.9150 2.1802 1.20 1.13 -0.70 -0.267
C -0.2388 0.7030 -0.4054 -1.53 -1.03 -4.52 -0.254
C -2.5671 -1.6097 2.8247 0.49 2.64 2.05 -0.689
C 1.1827 -0.2983 1.3268 0.71 -0.39 -0.73 -0.842
N 0.0063 -0.5052 0.4691 -2.15 1.01 -0.47 0.972
N 1.2371 -1.1007 2.5885 0.53 -2.13 -0.76 -0.161
O -1.0415 1.1546 -2.6921 -1.39 2.44 -1.64 -0.389
I -3.3511 -0.9312 4.6415 0.19 -0.09 0.00 0.102
H 0.1021 3.3683 -1.4400 -0.74 0.38 0.21 0.393
H 1.6258 3.0787 -2.1254 -0.05 -0.51 0.34 0.383
H 1.7840 0.9985 -1.1762 0.27 -0.89 0.16 0.314
H 1.2437 1.8482 0.2097 0.84 1.15 0.25 0.500
H -1.2168 -2.4226 0.6146 0.94 1.97 0.33 0.374
H -1.9237 -1.0015 0.0247 -0.89 0.67 -0.40 0.284
H 1.6166 -0.8842 -0.7273 1.11 -0.04 -1.61 0.232
H 1.1036 -2.2999 0.3237 -0.23 -0.72 -0.30 0.335
H -0.3593 2.7575 -3.5667 -0.53 1.07 -1.33 0.345
H 0.7573 1.3826 -3.7031 -0.23 0.24 0.48 0.322
H -0.1563 -0.5945 -2.3226 -0.31 0.43 0.89 0.304
H -1.7992 -0.3078 -1.6563 0.07 0.03 -0.21 0.344
H -1.1369 0.0123 2.5897 -1.21 -1.27 -0.36 0.381
H -0.9990 1.4408 -0.1687 -0.45 -0.52 1.53 0.192
H -3.0942 -2.4228 2.5235 -1.09 -2.36 -1.28 0.511
H 2.2456 -1.3331 2.4690 -0.66 -0.10 0.86 0.414
H 0.7026 -2.0380 2.6990 0.67 1.74 0.07 0.377
H 1.1582 -0.4863 3.3866 -0.31 -0.08 0.42 0.349
```
Positions in Å, forces in eV/Å.

***

2.
The following is a quantum chemistry calculation of a gas-phase ion, C10H18IN2O2 (charge +1), from the OMol25 dataset.

Output
Net charge: +1
DFT total energy, hartree: -949.02162
LUMO level (alpha / beta), eV: -3.76 / -4.93
HOMO-LUMO gap (alpha / beta), eV: 8.375 / 6.537
Molecular weight, g mol⁻¹: 325.2
Relative energy (zero: lowest compared OMol25 entry of this formula, charge and spin), eV: 3.757

XYZ file:
```
33
Properties=species:S:1:pos:R:3:forces:R:3:mulliken_charge:R:1
C -3.3475 2.3977 0.3055 -1.26 -1.35 2.96 -1.102
C -2.2928 1.7462 0.8573 0.69 0.58 -1.01 0.258
C -0.1020 -2.4821 -1.6329 -1.44 1.26 1.43 0.295
C -1.7959 -0.6089 -1.3544 -0.31 -3.17 2.10 -1.495
C 0.6887 -0.2303 -0.8470 0.51 0.57 1.51 -1.800
C -0.4897 -1.1833 -0.8783 -0.49 -0.38 1.50 1.027
C -1.0089 1.7794 0.3011 1.10 0.96 0.21 -0.424
C 1.2170 0.3180 0.5102 -1.31 0.56 -0.04 0.882
C 2.3525 1.3158 0.3301 3.38 -5.46 -0.77 -1.764
C 1.6609 -0.8090 1.4416 2.22 -0.38 -1.56 -1.328
N -1.0060 -3.4457 -1.5446 -0.34 -1.67 -0.14 0.001
N 0.1275 1.3314 1.1823 1.18 0.42 -2.47 0.120
O 0.9474 -2.6385 -2.1733 1.98 -0.20 -1.03 -0.668
O -0.6128 -4.6892 -2.0357 -2.40 -0.97 0.37 -0.454
I -0.4216 3.1816 -1.2751 -0.59 -0.97 1.27 0.212
H -4.3355 2.4805 0.7649 0.50 -0.30 0.13 0.289
H -3.3224 2.6745 -0.6560 0.39 1.59 -3.35 0.329
H -2.4042 1.1272 1.7068 -0.19 -0.29 1.18 0.305
H -2.1022 0.2453 -1.8033 0.37 2.75 -1.63 0.598
H -2.7064 -1.1307 -1.0327 0.49 -0.20 -0.05 0.225
H 1.6193 -0.6527 -1.1774 0.05 -0.65 -0.86 0.863
H 0.4731 0.6120 -1.4461 -0.01 0.71 -0.96 0.483
H -0.6657 -1.5869 0.1956 0.16 0.63 -1.39 0.172
H 2.9912 1.2207 1.2420 -0.40 0.90 -0.81 0.359
H 2.0747 2.2264 0.0142 -0.95 3.42 -0.76 0.645
H 2.9942 0.9007 -0.5538 -0.78 0.77 1.64 0.370
H 0.9868 -1.3203 2.0698 -1.48 -0.60 0.23 0.435
H 2.4543 -0.4895 2.1659 -0.40 -0.21 -0.92 0.381
H 2.0916 -1.5615 0.6408 -0.51 1.12 2.09 0.340
H -1.8512 -3.5466 -0.9561 1.15 0.36 -0.66 0.251
H 0.8007 2.0915 1.4170 -1.25 -0.10 0.04 0.453
H -0.1652 0.9349 2.0239 -1.14 -0.79 1.76 0.385
H 0.2930 -4.7350 -2.3144 1.10 1.10 -0.01 0.359
```
Positions in Å, forces in eV/Å.

***

3.
The following is a quantum chemistry calculation of 2 unconnected molecules or ions with the total composition C10H18N2, from the OMol25 dataset.

Output
DFT total energy, hartree: -501.09333
<S²>: 2.0100
LUMO level (alpha / beta), eV: 0.68 / -0.57
HOMO-LUMO gap (alpha / beta), eV: 6.579 / 8.849
Molecular weight, g mol⁻¹: 166.3
Spin multiplicity: 3

XYZ file:
```
30
Properties=species:S:1:pos:R:3:forces:R:3:mulliken_charge:R:1
C -0.8527 -1.0220 -1.5084 0.49 1.38 2.63 -1.492
C -1.8921 -0.3477 -0.6198 0.71 1.51 -0.36 -0.979
C -0.1537 1.1189 0.6317 -0.99 -0.32 -0.46 -0.922
C 0.5642 -0.6696 -1.1980 1.26 -0.40 -0.49 -0.270
C -1.4825 1.1151 -0.2057 0.17 -1.43 0.41 0.752
C 0.8751 0.2525 -0.0743 -1.85 0.78 -0.49 -0.286
C 1.2263 -1.1034 0.1164 1.18 -2.45 2.46 1.782
C -2.6231 1.7752 0.6003 0.53 0.50 -1.79 -1.464
C 2.7043 -1.5948 0.0501 -1.48 0.66 2.06 -1.765
C 0.4461 -1.9009 1.2769 0.68 1.19 -0.63 -1.554
N 2.0931 2.9109 -0.0100 1.75 -4.01 -0.99 -0.290
N 2.4635 1.8166 -0.4203 0.11 5.29 1.40 -0.119
H -0.9167 -2.0185 -1.2921 -0.39 -3.01 0.22 0.361
H -1.1684 -0.9051 -2.4672 -0.21 0.59 -3.06 0.684
H -2.7697 -0.3037 -1.2540 -0.64 0.11 0.39 0.386
H -2.0648 -0.9659 0.2326 -0.44 -0.24 0.80 0.330
H 0.0855 2.1990 0.8043 0.23 -1.13 -0.21 0.442
H -0.4029 0.6907 1.6382 0.28 0.37 -0.62 0.225
H 1.2975 -0.9306 -2.0208 -0.80 0.95 0.73 0.331
H -1.3268 1.5846 -1.1988 0.11 0.38 0.71 0.288
H -2.2680 2.7073 1.0512 0.04 -0.28 0.42 0.374
H -3.0426 1.0641 1.3511 -0.08 0.79 -0.78 0.344
H -3.2509 2.1625 -0.2446 -0.66 -0.72 1.29 0.359
H 3.2277 -1.4022 -0.8328 0.60 0.40 -1.55 0.446
H 2.6541 -2.6475 0.2522 0.34 -0.65 -0.08 0.485
H 3.2456 -1.1147 0.8851 -0.09 -0.26 -0.29 0.316
H 0.8833 -2.1394 2.2770 0.62 0.70 -0.98 0.308
H 0.0965 -2.8561 0.9459 -0.55 -0.50 -0.56 0.374
H -0.3410 -1.2000 1.4726 -0.97 -0.44 0.42 0.313
H 2.6932 3.7248 -0.2388 0.00 0.24 -0.58 0.239
```
Positions in Å, forces in eV/Å.

***

4.
The following is a quantum chemistry calculation of a single C10H18N2O5 molecule, from the OMol25 dataset.

Output
DFT total energy, hartree: -877.56749
SMILES string: CC(C)[C@H](N)C(=O)N[C@@H](CCC(=O)O)C(=O)O
LUMO level, eV: 0.25
HOMO-LUMO gap, eV: 9.466
Molecular weight, g mol⁻¹: 246.3
Relative energy (zero: lowest compared OMol25 entry of this formula, charge and spin), eV: 1.963

XYZ file:
```
35
Properties=species:S:1:pos:R:3:forces:R:3:mulliken_charge:R:1
C -3.3929 -0.4895 0.1255 0.59 0.76 2.10 -1.027
C -2.7341 0.8914 0.7167 -2.28 -1.72 -0.72 -0.031
C -2.7341 0.8602 2.2447 0.25 -0.55 0.80 -1.265
C -1.4796 1.2270 -0.0673 -0.04 2.42 -2.14 0.630
N -1.8763 2.0746 -1.2485 -1.04 1.06 2.31 -0.815
C -0.7726 0.0771 -0.6930 -0.59 0.33 -0.03 -0.382
O -0.8957 -0.2442 -1.8704 0.31 -0.16 0.90 -0.614
N 0.0048 -0.5399 0.1832 2.10 -1.69 2.01 0.091
C 0.9045 -1.5207 -0.3269 -0.96 -3.31 -1.39 0.061
C 1.8839 -0.9392 -1.3183 -0.29 -0.58 -1.62 -1.012
C 2.5566 0.1482 -0.5750 1.37 0.98 1.16 0.046
C 3.8823 0.6545 -1.0881 -0.38 -0.25 -0.66 0.170
O 4.2640 0.4582 -2.2143 0.06 -0.11 0.08 -0.573
O 4.5915 1.4248 -0.2402 0.27 -0.02 -0.29 -0.451
C 1.7358 -2.3106 0.7058 0.00 -0.32 -0.08 0.177
O 2.3778 -3.3147 0.4816 -0.86 1.43 0.30 -0.564
O 1.6875 -1.6940 1.9166 0.58 -0.64 0.51 -0.487
H -3.9112 -0.2661 -0.7974 -0.29 -0.23 -0.05 0.309
H -4.0370 -0.9976 0.9257 0.57 0.97 -1.35 0.374
H -2.5851 -1.1954 -0.0763 -0.20 -0.07 -0.10 0.238
H -3.3691 1.7023 0.3711 -0.47 0.01 0.33 0.406
H -2.5698 1.8595 2.6809 -0.21 -0.27 -0.20 0.348
H -3.6751 0.3876 2.7341 1.54 0.89 -1.13 0.327
H -1.8617 0.2638 2.5682 -0.39 -0.02 0.17 0.233
H -0.7582 1.8727 0.5118 -0.64 -0.75 -0.34 0.356
H -1.1516 2.3686 -1.8320 1.75 0.33 -0.54 0.281
H -2.5544 1.7385 -1.8930 -0.71 -1.03 0.12 0.198
H 0.2082 -0.3408 1.1769 -0.96 0.64 -1.07 0.404
H 0.2650 -2.3323 -0.8266 0.98 1.00 0.42 0.432
H 2.4918 -1.7577 -1.6796 0.63 -0.03 0.18 0.526
H 1.4055 -0.5432 -2.2466 0.09 -0.36 0.96 0.340
H 2.5692 -0.0196 0.5171 0.58 -0.08 -0.46 0.342
H 1.8850 0.9735 -0.6257 -0.38 1.16 -0.13 0.206
H 5.3650 1.6941 -0.7863 -0.42 -0.06 0.53 0.359
H 2.2800 -2.1709 2.5457 -0.53 0.28 -0.59 0.367
```
Positions in Å, forces in eV/Å.

***

What did the third record say?
The following is a quantum chemistry calculation of 2 unconnected molecules or ions with the total composition C10H18N2, from the OMol25 dataset.

Output
DFT total energy, hartree: -501.09333
<S²>: 2.0100
LUMO level (alpha / beta), eV: 0.68 / -0.57
HOMO-LUMO gap (alpha / beta), eV: 6.579 / 8.849
Molecular weight, g mol⁻¹: 166.3
Spin multiplicity: 3

XYZ file:
```
30
Properties=species:S:1:pos:R:3:forces:R:3:mulliken_charge:R:1
C -0.8527 -1.0220 -1.5084 0.49 1.38 2.63 -1.492
C -1.8921 -0.3477 -0.6198 0.71 1.51 -0.36 -0.979
C -0.1537 1.1189 0.6317 -0.99 -0.32 -0.46 -0.922
C 0.5642 -0.6696 -1.1980 1.26 -0.40 -0.49 -0.270
C -1.4825 1.1151 -0.2057 0.17 -1.43 0.41 0.752
C 0.8751 0.2525 -0.0743 -1.85 0.78 -0.49 -0.286
C 1.2263 -1.1034 0.1164 1.18 -2.45 2.46 1.782
C -2.6231 1.7752 0.6003 0.53 0.50 -1.79 -1.464
C 2.7043 -1.5948 0.0501 -1.48 0.66 2.06 -1.765
C 0.4461 -1.9009 1.2769 0.68 1.19 -0.63 -1.554
N 2.0931 2.9109 -0.0100 1.75 -4.01 -0.99 -0.290
N 2.4635 1.8166 -0.4203 0.11 5.29 1.40 -0.119
H -0.9167 -2.0185 -1.2921 -0.39 -3.01 0.22 0.361
H -1.1684 -0.9051 -2.4672 -0.21 0.59 -3.06 0.684
H -2.7697 -0.3037 -1.2540 -0.64 0.11 0.39 0.386
H -2.0648 -0.9659 0.2326 -0.44 -0.24 0.80 0.330
H 0.0855 2.1990 0.8043 0.23 -1.13 -0.21 0.442
H -0.4029 0.6907 1.6382 0.28 0.37 -0.62 0.225
H 1.2975 -0.9306 -2.0208 -0.80 0.95 0.73 0.331
H -1.3268 1.5846 -1.1988 0.11 0.38 0.71 0.288
H -2.2680 2.7073 1.0512 0.04 -0.28 0.42 0.374
H -3.0426 1.0641 1.3511 -0.08 0.79 -0.78 0.344
H -3.2509 2.1625 -0.2446 -0.66 -0.72 1.29 0.359
H 3.2277 -1.4022 -0.8328 0.60 0.40 -1.55 0.446
H 2.6541 -2.6475 0.2522 0.34 -0.65 -0.08 0.485
H 3.2456 -1.1147 0.8851 -0.09 -0.26 -0.29 0.316
H 0.8833 -2.1394 2.2770 0.62 0.70 -0.98 0.308
H 0.0965 -2.8561 0.9459 -0.55 -0.50 -0.56 0.374
H -0.3410 -1.2000 1.4726 -0.97 -0.44 0.42 0.313
H 2.6932 3.7248 -0.2388 0.00 0.24 -0.58 0.239
```
Positions in Å, forces in eV/Å.